Below is a 2-piece molecular cluster, C4H12OS overall, with properties calculated with ωB97M-V/def2-TZVPD.

The geometry in XYZ format:
```
18
Properties=species:S:1:pos:R:3:nbo_charge:R:1
S 0.02 0.55 1.90 0.132
O -0.61 -5.78 -1.59 -0.912
C -1.73 1.98 -0.66 -0.594
C -0.25 1.49 -0.65 -0.441
C 1.46 -0.62 1.72 -0.734
C 0.39 1.85 0.61 -0.481
H -0.03 2.70 1.13 0.226
H -1.49 3.15 -0.49 0.198
H -2.06 1.88 -1.73 0.211
H 1.64 1.96 0.60 0.218
H 1.14 -1.73 1.39 0.215
H -2.38 1.51 0.01 0.214
H 0.23 2.09 -1.47 0.193
H 2.08 -0.23 0.91 0.213
H 2.12 -0.72 2.55 0.218
H -0.04 0.59 -1.05 0.211
H -0.83 -4.94 -1.65 0.452
H 0.32 -5.75 -1.52 0.460
```

As for the structure (SMILES): CCCSC.O. The value obtained for the frontier orbital gap is 9.2 eV. For the energy above the lowest of the compared OMol25 structures with the same formula, charge and spin, the calculation gives 2.147 eV.